[1]
Molecular formula: C4H10BeO2
Method: DFT, ωB97M-V/def2-TZVPD

Summary:
strongest force on any atom: 3.23 eV/A
energy above the lowest of the compared OMol25 structures with the same formula, charge and spin: 0.0 kJ/mol
Kohn-Sham gap: 7.38 eV
energy: -323.51710 Ha

The geometry in ORCA input format:
```
! wB97M-V def2-TZVPD RIJCOSX def2/J DEFGRID3
* xyz 0 1
C 2.0391 0.8337 0.4136
O 1.7266 -0.0376 -0.7586
C 0.9997 -1.2104 -0.4889
C -0.3376 -0.9276 0.1841
O -0.9192 0.2138 -0.4404
C -2.2669 0.4533 -0.0633
H 3.1119 1.0643 0.3291
H 1.9083 0.2437 1.3361
H 1.5777 -1.8949 0.1554
H 0.8309 -1.6970 -1.4589
H -0.2223 -0.7216 1.2595
H -1.0021 -1.7963 0.0665
H -2.9030 -0.3756 -0.4036
H -2.3450 0.5609 1.0291
H -2.5824 1.3839 -0.5483
H 0.0123 2.5784 -0.0341
Be 0.3721 1.3290 -0.5773
*
```


[2]
Molecular formula: C2H14N2O3
Method: DFT, ωB97M-V/def2-TZVPD

Summary:
strongest force on any atom: 0.74 eV/A
energy above the lowest of the compared OMol25 structures with the same formula, charge and spin: 31.5 kJ/mol
Kohn-Sham gap: 9.72 eV
energy: -419.82795 Ha
SMILES string: CNCN.O.O.O

The geometry in ORCA input format:
```
! wB97M-V def2-TZVPD RIJCOSX def2/J DEFGRID3
* xyz 0 1
C 2.1554 -1.2765 1.1969
N 0.7779 -1.3777 0.7643
C 0.5709 -0.8388 -0.5699
N -0.8045 -1.0097 -0.9679
H 2.5114 -0.2845 0.9441
H 2.2459 -1.3833 2.2730
H 2.8341 -1.9760 0.6865
H 0.3985 -2.3123 0.8060
H 1.2459 -1.2888 -1.3064
H 0.8201 0.2200 -0.5333
H -0.9455 -1.6545 -1.7305
H -1.2399 -0.1437 -1.2619
O -1.7966 0.1931 1.6409
H -1.0996 -0.1007 2.2402
H -1.6039 -0.3207 0.8385
O -0.9633 1.7074 -2.3891
H -0.8936 2.0807 -1.4879
H -1.0141 2.4558 -2.9883
O -0.7814 2.3867 0.3454
H -1.2461 3.2058 0.5541
H -1.1716 1.7178 0.9454
*
```


[3]
Molecular formula: C2H2N2O2
Method: DFT, ωB97M-V/def2-TZVPD

Summary:
strongest force on any atom: 5.85 eV/A
energy above the lowest of the compared OMol25 structures with the same formula, charge and spin: 472.7 kJ/mol
Kohn-Sham gap: 10.01 eV
energy: -337.24438 Ha
SMILES string: C1=NOC=NO1

The geometry in ORCA input format:
```
! wB97M-V def2-TZVPD RIJCOSX def2/J DEFGRID3
* xyz 0 1
C -0.8076 0.9181 0.1592
N -1.3608 -0.2180 -0.0526
O -0.4248 -1.2497 -0.3555
C 0.7790 -0.9163 -0.1925
N 1.3586 0.2147 0.1894
O 0.4545 1.2739 0.2645
H -1.4606 1.6479 0.4546
H 1.4098 -1.8287 -0.4841
*
```